(1)
ORCA calculation (ωB97M-V/def2-TZVPD) on 8 unconnected molecules or ions with the total composition C50H81FI2O24 at a distorted geometry.

Results
energy	-4454.84575	Ha
maximum force	0.10844	Eh/bohr
HOMO-LUMO gap	8.38	eV
E_LUMO	-0.27	eV

The geometry in ORCA input format:
```
! RIJCOSX wB97M-V def2-TZVPD def2/J DEFGRID3
* xyz 0 1
C -3.2914 -3.8847 -3.4551
C -2.3839 -4.2374 -4.6656
C -2.2019 -3.0520 -5.6532
C -0.8406 -2.3525 -5.4336
C -0.7319 -0.9869 -6.1587
C -0.6394 0.2261 -5.1644
C -1.5734 1.3888 -5.5668
C -2.7134 1.6569 -4.5373
C -2.2149 1.7941 -3.0834
C -1.1519 2.9008 -2.8937
C -0.3044 2.5725 -1.6305
C 0.1280 3.8313 -0.8476
C -0.7495 4.0044 0.4285
C -0.3265 2.8891 1.4264
C 0.6703 3.4338 2.4952
C 0.5553 2.5631 3.7806
C 1.7117 2.9012 4.7617
C 2.4370 1.6309 5.2760
C 3.3874 1.1373 4.1740
C 4.4181 0.1056 4.6733
C 5.1981 -0.6378 3.5373
C 6.6350 -0.8275 4.0615
O 5.1151 0.2443 2.3985
C 4.3033 -0.1923 1.4035
O 3.9951 0.3856 0.4728
O 3.9266 -1.4794 1.7084
C 4.5638 -1.9013 2.8933
C 5.6323 -2.9389 2.4094
C 6.5634 -2.3971 1.3012
F 7.7851 -3.0531 1.4156
C 3.5827 -2.7937 3.7151
I 1.6431 -1.8664 4.0187
C 4.2559 -3.3863 5.0384
C 4.6021 -4.8740 4.8238
I 2.8526 -3.3475 6.6726
H -2.7730 -4.0460 -2.5030
H -3.5837 -2.8271 -3.4878
H -4.2107 -4.4799 -3.4409
H -1.4077 -4.5306 -4.2549
H -2.7889 -5.0968 -5.1944
H -3.0234 -2.3485 -5.4678
H -2.2227 -3.4398 -6.6781
H -0.0720 -3.0513 -5.7913
H -0.6909 -2.2497 -4.3496
H 0.1871 -0.9722 -6.7562
H -1.5910 -0.8835 -6.8322
H 0.4095 0.5425 -5.1676
H -0.8583 -0.1748 -4.1710
H -2.0685 1.1674 -6.5194
H -1.0270 2.3315 -5.6786
H -3.4345 0.8298 -4.6100
H -3.2243 2.5896 -4.8098
H -3.0773 2.0670 -2.4556
H -1.8655 0.8393 -2.6739
H -1.6575 3.8585 -2.7090
H -0.4987 3.0419 -3.7603
H -0.9164 1.8953 -1.0210
H 0.5991 1.9997 -1.8815
H 1.1547 3.7219 -0.4680
H 0.0976 4.7392 -1.4620
H -0.5345 4.9766 0.8914
H -1.8195 3.9663 0.1727
H 0.2066 2.0763 0.9189
H -1.1881 2.4271 1.9312
H 1.6807 3.2613 2.0947
H 0.5089 4.4962 2.7074
H -0.4299 2.8149 4.1962
H 0.5402 1.5154 3.4496
H 1.2606 3.4592 5.5889
H 2.4322 3.5001 4.2069
H 1.6371 0.9011 5.4600
H 2.9827 1.8217 6.2101
H 2.7604 0.7013 3.3847
H 3.9102 1.9909 3.7276
H 5.0885 0.6653 5.3372
H 3.9462 -0.6442 5.3265
H 6.9431 -0.0534 4.7648
H 6.8019 -1.7979 4.5337
H 7.3413 -0.7776 3.2234
H 5.1499 -3.8309 1.9973
H 6.2619 -3.2948 3.2288
H 6.7508 -1.3230 1.3547
H 6.1173 -2.6563 0.3364
H 3.3645 -3.6690 3.1026
H 5.1793 -2.8686 5.2976
H 5.3084 -5.0201 3.9983
H 3.7034 -5.4470 4.5676
H 5.0565 -5.3165 5.7146
C 4.1009 7.4343 3.2948
C 3.6112 6.0221 3.1099
O 3.3297 5.6063 4.4518
C 3.1030 6.7291 5.1836
O 2.6778 6.7318 6.2970
O 3.4194 7.8432 4.4841
H 3.8449 8.0824 2.4589
H 5.1748 7.4837 3.4686
H 2.6892 5.9696 2.5258
H 4.3576 5.3755 2.6529
C -5.4742 -8.3811 -5.9226
C -5.2533 -8.3788 -7.4117
O -5.2372 -6.9815 -7.7173
C -4.8917 -6.3164 -6.5887
O -4.6286 -5.1530 -6.5528
O -4.8858 -7.1399 -5.5138
H -4.9914 -9.2195 -5.4266
H -6.5321 -8.3739 -5.6568
H -4.2921 -8.8134 -7.6948
H -6.0455 -8.8879 -7.9549
C -9.3694 -10.0612 -9.5229
C -10.5185 -10.6941 -8.7773
O -9.8732 -11.2682 -7.6375
C -8.7185 -10.5888 -7.4317
O -8.0276 -10.7022 -6.4694
O -8.4510 -9.7549 -8.4712
H -9.6580 -9.1605 -10.0599
H -8.8901 -10.7515 -10.2197
H -11.2509 -9.9605 -8.4349
H -11.0287 -11.4583 -9.3592
C -5.3569 5.1001 2.5541
C -4.1665 4.1800 2.4425
O -3.7622 4.3517 1.0831
C -4.2145 5.5691 0.6721
O -3.9067 6.0887 -0.3500
O -5.0629 6.1080 1.5880
H -5.4631 5.5343 3.5460
H -6.2931 4.6094 2.2791
H -3.3429 4.4780 3.0955
H -4.4178 3.1404 2.6422
C 5.7438 4.1189 7.0278
C 7.1251 3.5768 6.7692
O 7.3813 4.0186 5.4342
C 6.5973 5.1035 5.2015
O 6.6893 5.8066 4.2450
O 5.6946 5.2798 6.2000
H 5.5866 4.3835 8.0718
H 4.9566 3.4286 6.7147
H 7.8770 4.0063 7.4348
H 7.1730 2.4920 6.8374
C -6.7514 -3.4843 -8.2320
C -6.0052 -2.4727 -9.0619
O -5.9894 -3.0836 -10.3545
C -7.0352 -3.9510 -10.4160
O -7.4013 -4.4951 -11.4086
O -7.6054 -4.1131 -9.1950
H -7.3370 -3.0256 -7.4372
H -6.0935 -4.2357 -7.7989
H -6.5281 -1.5157 -9.1304
H -4.9936 -2.2976 -8.7013
C 4.4572 6.7619 9.4613
C 4.2516 7.8965 10.4327
O 3.4212 7.3036 11.4329
C 3.6170 5.9584 11.3924
O 3.2050 5.1923 12.2007
O 4.3500 5.6080 10.3005
H 5.4301 6.7959 8.9736
H 3.6786 6.7158 8.6969
H 5.1837 8.2257 10.8979
H 3.7612 8.7547 9.9788
*
```

(2)
ORCA calculation (ωB97M-V/def2-TZVPD) on 14 unconnected molecules or ions with the total composition C50H84O30 at a distorted geometry.

Results
energy	-4212.83606	Ha
maximum force	0.16232	Eh/bohr
HOMO-LUMO gap	8.93	eV
E_LUMO	-0.29	eV

The geometry in ORCA input format:
```
! RIJCOSX wB97M-V def2-TZVPD def2/J DEFGRID3
* xyz 0 1
C -1.2354 -2.9450 -1.1191
C -1.4659 -2.5921 -2.5764
O -0.5533 -2.1152 -3.2603
C -2.9058 -2.8911 -3.0558
H -1.5450 -3.9819 -0.9890
H -1.8589 -2.3590 -0.4438
H -0.2102 -2.8130 -0.7732
H -2.9639 -3.6975 -3.7869
H -3.3432 -1.9962 -3.4985
H -3.5146 -3.0927 -2.1745
C 1.5902 3.8039 -2.7978
C 2.5665 3.9366 -1.7196
O 3.0954 2.9466 -1.2466
C 2.9215 5.3132 -1.2126
H 1.7856 4.4556 -3.6493
H 0.6170 3.9341 -2.3243
H 1.7615 2.7794 -3.1285
H 3.2871 5.2746 -0.1864
H 2.1692 6.0889 -1.3560
H 3.7701 5.5955 -1.8357
C 3.1987 0.4452 -4.0418
C 3.1645 0.6489 -5.5240
O 2.6521 1.6742 -6.0114
C 3.9020 -0.3925 -6.3265
H 4.2196 0.5219 -3.6677
H 2.7099 -0.4419 -3.6390
H 2.6511 1.2779 -3.6004
H 4.6981 -0.7252 -5.6605
H 4.2881 0.0015 -7.2666
H 3.2612 -1.2422 -6.5621
C 1.0286 2.5022 5.2196
C -0.2433 2.3812 6.0783
O -1.3782 2.1771 5.5884
C -0.1817 2.8470 7.5403
H 1.7633 2.0037 5.8519
H 1.3168 3.5277 4.9888
H 0.8237 1.9375 4.3100
H 0.5088 2.2278 8.1129
H -1.1349 2.7610 8.0620
H 0.3230 3.8130 7.5546
C 6.6105 0.0328 -1.1481
C 7.0196 -1.3473 -0.9574
O 8.0933 -1.6472 -0.4970
C 5.9702 -2.4161 -1.2772
H 5.5666 0.2220 -1.3982
H 7.1238 0.3803 -2.0447
H 6.9503 0.5388 -0.2444
H 6.3297 -3.4329 -1.1190
H 5.7174 -2.3563 -2.3358
H 5.0607 -2.1892 -0.7210
C -4.2536 1.9383 2.9167
C -5.5356 2.6657 3.3377
O -5.6413 3.8815 3.1829
C -6.7431 1.8550 3.7414
H -4.3592 0.8534 2.9189
H -3.4384 2.2512 3.5691
H -4.1536 2.2647 1.8815
H -7.6974 2.2774 3.4270
H -6.7177 1.8969 4.8303
H -6.7259 0.7966 3.4817
C 4.4689 3.2640 2.2793
C 3.7251 1.9970 1.8602
C 4.6851 0.9620 1.2724
O 4.2467 -0.2561 1.8558
C 3.5219 -0.0518 2.9649
O 3.1269 -0.8919 3.7740
O 3.2069 1.2693 3.0083
H 5.0472 3.6411 1.4358
H 5.2054 3.1015 3.0662
H 3.7830 4.0526 2.5884
H 2.8896 2.1863 1.1862
H 5.7480 1.1099 1.4637
H 4.5229 0.8994 0.1963
C 2.2138 -3.3218 1.4911
C 1.3162 -4.2296 2.3078
C 0.4610 -5.2107 1.5049
O 0.5447 -6.3546 2.3045
C 1.5022 -6.3306 3.1617
O 1.9161 -7.2519 3.8693
O 2.0872 -5.1414 3.0838
H 1.5642 -2.8612 0.7468
H 2.9134 -3.9421 0.9309
H 2.7473 -2.5844 2.0909
H 0.7993 -3.4913 2.9208
H 0.8819 -5.4139 0.5202
H -0.5480 -4.8055 1.4283
C -4.9130 5.4306 -0.1678
C -3.7300 4.4490 -0.1001
C -3.2668 3.9474 -1.3570
O -1.9029 3.9971 -1.1580
C -1.5587 4.8719 -0.1952
O -0.4122 5.1838 0.1001
O -2.6969 5.3052 0.3758
H -5.0282 5.9171 0.8007
H -5.8370 4.9332 -0.4627
H -4.6763 6.1897 -0.9133
H -3.8261 3.6164 0.5967
H -3.6330 4.4702 -2.2405
H -3.5793 2.9308 -1.5956
C -4.6604 -3.6553 0.5505
C -5.2394 -2.3141 0.0246
C -5.6593 -1.4782 1.1714
O -5.3072 -0.1944 0.7425
C -4.2833 -0.3381 -0.0985
O -3.4797 0.6247 -0.4371
O -4.2401 -1.4961 -0.6001
H -3.7912 -3.5385 1.1978
H -4.4005 -4.1625 -0.3786
H -5.3451 -4.3257 1.0699
H -6.1014 -2.4689 -0.6243
H -5.3044 -1.8422 2.1355
H -6.7462 -1.5164 1.2444
C -2.5421 0.1183 -5.8734
C -1.8344 0.9566 -4.7911
C -0.4057 1.2830 -4.8893
O -0.3200 2.6821 -4.5836
C -1.5976 3.1628 -4.6777
O -1.9810 4.3262 -4.5421
O -2.4597 2.2340 -4.9251
H -2.0664 -0.8598 -5.9453
H -2.4524 0.6057 -6.8442
H -3.6183 0.0268 -5.7266
H -2.0956 0.6134 -3.7900
H 0.0009 0.9749 -5.8525
H 0.1076 0.6858 -4.1357
C 2.5180 -5.0343 -1.9732
C 2.8268 -4.7418 -3.4256
C 2.8386 -3.2246 -3.7095
O 4.0603 -3.0769 -4.3791
C 4.7948 -4.2126 -4.3897
O 5.8819 -4.3428 -4.9103
O 4.1226 -5.1670 -3.6951
H 3.2513 -4.5670 -1.3159
H 2.4648 -6.1080 -1.7936
H 1.5473 -4.6327 -1.6823
H 2.1269 -5.2502 -4.0887
H 2.8280 -2.6974 -2.7555
H 1.9803 -2.9489 -4.3221
C -0.5031 1.2623 1.4668
C -0.3077 0.4685 0.2245
C -0.0395 1.3338 -1.0221
O 1.0017 0.7205 -1.6643
C 1.6265 -0.0557 -0.8142
O 2.6907 -0.5868 -1.0559
O 0.9713 -0.1173 0.3457
H -0.2503 0.6436 2.3278
H -1.4670 1.7682 1.5226
H 0.2268 2.0695 1.5276
H -1.0061 -0.3658 0.1593
H 0.1933 2.3342 -0.6573
H -0.9758 1.4136 -1.5744
C -4.2337 -1.5302 5.5411
C -3.0354 -0.8791 4.8835
C -1.7618 -1.3520 5.4880
O -1.0635 -1.9698 4.4784
C -1.7160 -1.8839 3.3394
O -1.3032 -2.2475 2.2266
O -2.9276 -1.2840 3.5783
H -4.4987 -0.9848 6.4469
H -4.0486 -2.5808 5.7649
H -5.1112 -1.5538 4.8949
H -2.9459 0.2039 4.9672
H -1.9916 -2.0353 6.3056
H -1.1747 -0.5343 5.9061
*
```

Which of these has the highest maximum force?
C50H84O30

Number 1 is which compound?
C50H81FI2O24

What is the HOMO-LUMO gap in the second record?
8.93 eV

Which of these has the highest HOMO-LUMO gap?
C50H84O30